The ion C10H19N2 with charge +1 at a distorted geometry, computed with ωB97M-V/def2-TZVPD.

XYZ file:
```
31
Properties=species:S:1:pos:R:3:forces:R:3:lowdin_charge:R:1
H -1.9564 -2.8898 -0.5609 -0.71 1.52 -1.68 0.11
H 1.5657 -2.8635 -0.3718 -1.16 0.71 -0.92 0.11
C -0.2881 1.1088 2.2026 -0.89 0.85 -3.23 0.04
H -0.6354 2.7415 -2.0688 0.58 -0.54 1.34 0.20
C -0.8294 1.5775 -0.1974 -1.31 -2.59 -3.03 -0.21
H 2.4168 0.0735 1.6986 0.50 -0.68 -0.69 0.10
N 1.4653 2.0010 0.4866 -3.01 -0.10 -0.68 0.10
N -0.0874 2.1452 -1.3937 -2.39 2.59 -0.23 0.19
C -1.2513 -0.8390 -0.7445 -1.37 0.70 -0.31 -0.26
C -1.7205 0.4183 -0.7023 -0.39 0.54 1.09 -0.01
C 0.2826 1.1416 0.7226 0.66 -2.71 1.78 -0.39
H 0.3800 -2.8119 -1.7731 0.14 0.11 0.18 0.10
H -0.6726 2.1141 2.2520 -0.76 0.26 0.89 0.09
H -0.0092 -3.3761 -0.1665 -0.87 -0.12 0.30 0.07
H -3.2868 -1.6699 -1.2604 2.26 -0.47 0.42 0.12
H -1.0273 0.3120 2.3652 0.18 0.49 -0.21 0.12
C 0.8159 -0.3443 0.4335 -0.73 0.58 -1.75 -0.15
H -1.8863 -2.0892 -2.3360 -0.25 -0.54 1.58 0.11
H -1.5609 2.3198 0.0538 0.38 0.85 1.02 0.15
C 2.1559 -0.7124 0.9436 -0.61 0.91 3.34 -0.05
H -2.8084 0.6853 -0.8410 1.40 -0.54 -0.12 0.14
H 0.6304 2.5753 -0.7702 1.27 0.96 -0.77 0.10
C -2.1484 -1.9546 -1.2282 -1.14 -0.51 -0.46 -0.06
H 2.9450 -0.9449 0.2999 1.13 0.35 -1.58 0.08
H 0.3904 1.5077 -1.9510 0.94 -2.02 -0.98 0.13
H 1.5940 2.6818 1.1542 0.44 1.76 1.93 0.09
H 0.5025 1.0421 2.8429 2.06 -0.45 1.94 0.05
H 2.1550 -1.6062 1.5636 -0.56 -0.24 0.14 0.10
H 2.2453 1.4472 0.3951 2.24 -1.06 -0.22 0.06
C 0.5014 -2.6024 -0.7066 2.83 -0.22 0.70 -0.04
C 0.1222 -1.1884 -0.3419 -0.86 -0.39 0.21 -0.19
```
Positions in Å, forces in eV/Å.

Computed properties:
Relative energy (zero: lowest compared OMol25 entry of this formula, charge and spin), kJ/mol: 249.0
Orbital gap, Eh: 0.3317
SMILES string: CC1=C[C@H]([NH3+])[C@](C)(N)C(C)=C1C
Energy, eV: -13650.341
E_LUMO, hartree: -0.109
Total charge: +1
Multiplicity: 1